{
  "formula": "C38H49BCaN12O5S5",
  "method": "ωB97M-V with the def2-TZVPD basis set",
  "e_above_lowest_kcal_mol": 41.9,
  "gap_ev": 5.52,
  "homo_energy_ha": -0.21877,
  "total_energy_ev": -141618.6423,
  "species": ["Ca", "S", "S", "S", "S", "S", "O", "O", "O", "O", "O", "N", "N", "N", "N", "N", "N", "N", "N", "N", "N", "N", "N", "C", "C", "C", "C", "C", "C", "C", "C", "C", "C", "C", "C", "C", "C", "C", "C", "C", "C", "C", "C", "C", "C", "C", "C", "C", "C", "C", "C", "C", "C", "C", "C", "C", "C", "C", "C", "C", "C", "B", "H", "H", "H", "H", "H", "H", "H", "H", "H", "H", "H", "H", "H", "H", "H", "H", "H", "H", "H", "H", "H", "H", "H", "H", "H", "H", "H", "H", "H", "H", "H", "H", "H", "H", "H", "H", "H", "H", "H", "H", "H", "H", "H", "H", "H", "H", "H", "H", "H"],
  "coordinates": [[0.42590, 0.24485, 0.36224], [2.01686, 0.67945, 2.90655], [3.18003, 0.95015, -3.71510], [-1.40247, 1.99146, -2.92648], [1.93842, 4.54376, -0.24504], [3.91412, 1.70383, -0.93647], [-1.32992, 1.36744, -1.55812], [-0.36561, -1.32140, -1.08627], [-2.58659, 2.48178, 2.43825], [-2.25202, -2.81918, -1.99047], [-1.05477, 1.34951, 1.21114], [0.98796, -0.21199, -2.62475], [-5.08741, -1.93863, 1.03459], [4.64011, 0.02828, 2.50872], [0.39138, 4.82411, 1.95347], [1.65695, 0.44684, -1.56773], [-0.11841, -1.32612, 2.13386], [-3.24433, -3.12988, 0.29049], [1.93609, -1.84146, 0.40576], [4.29818, 2.18291, 2.37560], [-4.69483, -2.20274, -1.24186], [2.36816, 4.07598, 2.47204], [-2.92523, -0.34643, 0.19255], [-4.30709, -2.34735, 0.03168], [-2.28400, -3.30081, -4.30021], [4.45256, -1.37579, 2.81775], [2.93463, -2.09182, -0.41431], [0.21977, -2.62063, 1.90780], [0.93581, -5.29638, 1.35423], [-0.35923, -3.68855, 2.61117], [-0.03519, -1.73168, -4.71632], [0.03435, 3.03381, -3.09885], [1.62375, -4.22346, 0.68565], [-0.57031, -1.81237, -3.43017], [0.05648, -1.05994, -2.29144], [5.25088, 1.67663, -2.16301], [-1.74075, -3.18696, -5.56786], [1.59312, 4.47825, 1.42486], [1.27935, -2.89373, 0.95174], [5.87278, 0.61362, 2.27676], [-1.69832, -2.63535, -3.22736], [1.62768, 4.19994, 3.64524], [0.40358, 4.64861, 3.33409], [-0.94628, -1.05980, 3.12591], [-1.54872, -2.05984, 3.90494], [3.33273, -3.38955, -0.76948], [-0.60709, -2.40864, -5.77874], [4.62060, 2.03538, -3.48869], [-6.09992, -0.87864, 0.87680], [-4.60498, 1.27021, 0.90768], [2.67165, -4.45340, -0.22200], [3.66920, 1.00428, 2.58268], [-5.63904, 0.40540, 0.18948], [-1.27706, -3.37276, 3.62496], [-2.22780, 1.57620, 1.68688], [-2.58699, 3.32484, -2.75564], [-0.70203, 5.35572, 1.16944], [-3.31449, 0.55160, 1.26784], [0.00201, -5.04338, 2.28620], [2.73464, 1.01471, -2.00052], [5.64786, 1.93545, 2.19235], [3.88106, 3.74403, 2.46227], [1.21265, -6.31810, 1.11427], [-6.53948, 1.00400, 0.04283], [-0.33372, 6.16185, 0.53984], [4.35194, 4.15587, 3.50923], [5.29946, 1.87708, -4.32758], [-1.74404, -4.17540, 4.18906], [2.04179, 3.92674, 4.60148], [4.27750, 3.06939, -3.48271], [6.33738, 2.74616, 2.00175], [0.85222, 2.40485, -3.45626], [4.81910, -2.00287, 2.00325], [-1.46897, 5.71689, 1.84961], [4.98219, -1.63630, 3.73468], [-6.94603, -1.30187, 0.32961], [-4.66099, -2.00703, 1.94463], [-0.46489, 4.84183, 3.94283], [-2.61056, -3.28036, -0.48555], [4.15106, -3.53064, -1.46295], [-2.82197, 0.19355, -0.66269], [-1.98306, -0.64542, 0.35020], [-2.78488, -3.00190, 1.17853], [-5.01352, 1.71790, 1.81333], [-2.21371, -1.78374, 4.71402], [3.38975, -1.54235, 2.95873], [-2.23855, 3.99464, -1.96497], [-0.16955, -2.33618, -6.76812], [-3.15656, -3.92209, -4.11855], [-0.48407, -5.85429, 2.82029], [0.84032, -1.11158, -4.86038], [-1.64982, -2.32324, -1.35526], [3.45789, -1.22750, -0.81551], [-1.12944, -0.00662, 3.32476], [-3.95103, -2.24099, -1.92250], [-0.18782, 3.81294, -3.83417], [2.95105, -5.47329, -0.46472], [6.77957, 0.03326, 2.18954], [5.69799, 0.68283, -2.18992], [-5.25346, 0.17072, -0.80546], [-4.35885, 2.10322, 0.24125], [-1.12995, 4.58069, 0.54078], [-5.43993, -1.55934, -1.43672], [5.99468, 2.40576, -1.83929], [-3.54059, 2.87072, -2.48140], [-6.46221, -0.64461, 1.87581], [-2.19874, -3.71418, -6.39669], [4.39843, 4.25505, 1.49548], [-3.48072, -0.06063, 2.16544], [-2.68183, 3.84790, -3.71170], [0.27616, 3.45621, -2.11491]],
  "forces_ev_per_a": [[1.57, 0.36, 0.44], [0.28, 0.25, -0.14], [0.02, 0.00, 0.19], [0.04, -0.09, 0.08], [-0.01, -0.07, 0.22], [0.05, 0.20, 0.34], [-0.11, 0.12, -0.25], [-0.31, -0.54, -0.74], [0.28, -0.22, -0.19], [0.91, 0.31, -0.64], [-2.30, 1.17, 1.48], [0.01, 0.00, -0.18], [-0.19, 0.23, 0.12], [-0.11, -0.08, 0.13], [-0.12, 0.10, 0.09], [0.78, 0.05, -1.37], [-0.34, -0.85, 0.25], [-0.18, -0.24, 0.63], [-0.06, -0.43, -0.01], [-0.18, -0.15, 0.11], [-0.60, 0.00, 0.22], [0.10, -0.04, -0.02], [-0.35, 0.50, -0.21], [0.06, -0.21, -0.16], [-0.06, -0.04, 0.16], [0.03, 0.14, -0.09], [-0.04, 0.08, 0.08], [0.13, 0.20, 0.03], [0.20, -0.06, -0.17], [0.03, -0.06, -0.14], [-0.13, 0.03, 0.01], [0.20, -0.05, -0.07], [-0.04, -0.09, 0.01], [-0.23, -0.13, 0.28], [0.13, 0.08, 0.33], [-0.07, -0.02, 0.10], [0.04, 0.06, -0.07], [-0.03, -0.34, 0.40], [0.11, 0.23, 0.04], [-0.16, -0.30, 0.00], [0.65, 0.13, -0.65], [0.34, -0.22, -0.28], [-0.23, 0.16, -0.37], [0.06, 0.07, -0.01], [-0.05, 0.09, 0.09], [0.06, 0.01, -0.02], [-0.03, -0.06, -0.02], [-0.07, 0.00, -0.07], [0.16, -0.11, -0.05], [-0.11, 0.04, 0.07], [0.01, -0.14, -0.01], [0.60, 0.20, -0.10], [0.07, 0.07, -0.04], [-0.13, -0.13, 0.07], [0.38, 0.24, -0.19], [-0.08, 0.09, 0.06], [0.03, -0.08, 0.25], [0.18, -0.07, -0.04], [-0.17, 0.05, 0.19], [-0.47, -0.75, -0.20], [-0.15, 0.44, -0.14], [-0.01, 0.16, -0.08], [0.00, 0.08, 0.00], [-0.07, 0.02, -0.08], [-0.02, 0.05, -0.04], [-0.05, -0.13, -0.09], [-0.03, -0.01, 0.02], [0.05, 0.07, -0.03], [0.02, 0.02, -0.13], [0.07, 0.04, -0.02], [-0.16, -0.11, 0.07], [-0.09, 0.11, 0.05], [0.00, 0.03, -0.02], [-0.02, 0.02, 0.03], [0.01, 0.01, 0.02], [-0.02, -0.01, 0.02], [-0.05, -0.04, 0.00], [0.08, -0.03, -0.11], [-0.58, -0.58, 0.49], [-0.02, 0.02, 0.01], [0.11, 0.21, -0.06], [0.46, -0.27, 0.19], [-0.12, 0.01, 0.14], [-0.04, 0.02, -0.02], [0.04, 0.01, -0.04], [-0.10, -0.01, -0.01], [-0.09, -0.04, -0.08], [-0.05, 0.01, 0.08], [0.10, 0.05, 0.00], [0.02, 0.09, -0.04], [-0.03, -0.02, 0.04], [0.49, 0.60, -0.57], [-0.08, -0.08, 0.03], [-0.04, -0.11, -0.07], [0.10, -0.22, -0.04], [0.07, -0.09, 0.10], [-0.01, 0.05, 0.01], [-0.15, 0.08, 0.03], [0.07, 0.01, -0.04], [-0.09, 0.17, 0.05], [0.00, 0.02, 0.05], [-0.02, -0.15, -0.09], [-0.05, -0.10, 0.10], [-0.05, -0.01, -0.03], [0.05, 0.08, -0.02], [0.00, -0.07, 0.07], [0.01, 0.01, 0.05], [0.00, -0.04, 0.11], [-0.08, -0.01, 0.07], [0.00, -0.05, 0.15], [-0.03, 0.03, -0.10]]
}